(1)
An isolated molecule of C3H6O4S at a distorted geometry, computed with ωB97M-V/def2-TZVPD.

The calculation puts the maximum force at 3.12 eV/A. As for the energy relative to the best compared isomer or geometry (same formula, charge and spin): 37.1 kcal per mole. As for the spin multiplicity: 1. The HOMO-LUMO gap comes out at 0.4381 hartree.

The geometry in XYZ format:
```
14
Properties=species:S:1:pos:R:3:forces:R:3:mulliken_charge:R:1
C 0.270423 0.422968 0.583313 -0.106 2.009 0.696 -0.065
C -1.861206 -0.064183 -0.498328 0.260 1.489 -0.563 -1.181
C -0.808151 -0.615625 0.399968 0.646 0.316 1.725 -0.001
O 3.347526 0.870031 -0.117845 0.727 1.141 -0.013 -0.536
O 2.267902 -1.174250 -0.899286 0.270 0.114 -0.224 -0.552
O 1.497130 -0.147254 1.152406 -1.334 0.834 0.545 -0.351
O 0.904242 0.812984 -0.689962 -0.786 0.324 -0.102 -0.291
S 2.198351 0.083212 -0.236735 1.324 -2.691 -0.860 1.180
H 0.039728 1.462450 1.002709 -0.062 -1.845 0.165 0.338
H -1.865030 -0.381886 -1.522094 0.056 -0.468 -0.366 0.302
H -1.677233 1.005953 -0.528998 -0.066 0.422 -0.407 0.340
H -2.827813 -0.083965 -0.076725 -1.192 -0.661 0.338 0.365
H -0.184651 -1.430463 0.009108 -0.936 -0.527 0.313 0.235
H -1.301216 -0.759976 1.422469 1.198 -0.457 -1.248 0.216
```
Positions in Å, forces in eV/Å.


(2)
An isolated molecule of C3H6O5 at a distorted geometry, computed with ωB97M-V/def2-TZVPD.

The calculation puts the maximum force at 8.29 eV/A. Its structure (SMILES) is O=C(O)OCC(O)O. As for the energy relative to the best compared isomer or geometry (same formula, charge and spin): 93.2 kcal per mole. As for the spin multiplicity: 1. The HOMO-LUMO gap comes out at 0.3839 hartree.

The geometry in XYZ format:
```
14
Properties=species:S:1:pos:R:3:forces:R:3:mulliken_charge:R:1
O -2.250126 -0.347500 -0.483084 0.441 -0.397 -0.074 -0.531
C -0.940043 0.102124 -0.296261 0.850 -3.064 -0.449 -0.015
C -0.347700 -0.533665 0.973638 -0.101 0.245 -0.517 -0.344
O 0.959892 -0.021095 1.229390 -1.160 -1.942 0.263 -0.329
C 1.811818 0.326036 0.256273 5.031 5.846 3.033 0.752
O 3.020507 0.374350 0.472150 -0.639 -4.110 -0.338 -0.549
O 1.549449 1.516716 -0.308995 -7.067 0.460 -2.643 -0.469
H -2.406336 -0.594796 -1.401060 0.193 0.099 -0.075 0.346
H -1.073995 1.171751 -0.090058 0.923 0.289 -1.092 0.354
H 0.461775 1.531895 -0.464384 4.598 0.618 0.169 0.363
H -0.281084 -1.629281 0.860332 -0.292 0.332 0.058 0.298
H -0.974181 -0.264682 1.829899 0.220 -0.196 -0.071 0.316
O 0.046854 -0.395946 -1.430424 -2.700 2.028 1.514 -0.531
H 0.423173 -1.235901 -1.147417 -0.297 -0.206 0.222 0.340
```
Positions in Å, forces in eV/Å.


(3)
A cluster of 2 separate species, C3H6O5 in total at a distorted geometry, computed with ωB97M-V/def2-TZVPD.

The calculation puts the maximum force at 3.88 eV/A. Its structure (SMILES) is O=COCOC=O.O. As for the energy relative to the best compared isomer or geometry (same formula, charge and spin): 37.4 kcal per mole. As for the spin multiplicity: 1. The HOMO-LUMO gap comes out at 0.4134 hartree.

The geometry in XYZ format:
```
14
Properties=species:S:1:pos:R:3:forces:R:3:mulliken_charge:R:1
O 3.174384 0.052203 0.934261 -0.323 -0.992 0.327 -0.658
H 2.192694 0.040772 1.000731 0.942 -0.036 0.043 0.424
H 3.455243 -0.833437 1.258320 -0.340 1.005 -0.376 0.307
O -0.073455 -1.399477 -2.095458 -2.752 -1.147 2.479 -0.519
O 0.440745 0.296902 1.377641 -1.955 1.908 -0.260 -0.613
O -1.501124 -0.755807 -0.442889 0.490 0.751 -0.256 -0.258
O -1.221805 1.407412 0.311011 -2.075 0.463 -0.720 -0.286
C -0.884595 -1.666577 -1.187948 2.953 0.268 -1.659 0.231
C -0.380185 1.211142 1.283861 2.298 -1.453 1.152 0.262
C -1.229154 0.594442 -0.832139 0.326 0.166 -0.949 -0.241
H -1.124785 -2.651776 -0.741469 0.158 0.150 -0.728 0.341
H -0.524965 2.038362 2.006641 0.280 -0.519 -0.008 0.336
H -0.274715 0.858542 -1.326858 -0.302 -1.337 0.064 0.325
H -2.048284 0.807292 -1.545708 0.300 0.772 0.891 0.350
```
Positions in Å, forces in eV/Å.


(4)
A cluster of 2 separate species, C3H6O6 in total at a distorted geometry, computed with ωB97M-V/def2-TZVPD.

The calculation puts the maximum force at 4.68 eV/A. As for the energy relative to the best compared isomer or geometry (same formula, charge and spin): 106.5 kcal per mole. As for the spin multiplicity: 1. The HOMO-LUMO gap comes out at 0.3129 hartree.

The geometry in XYZ format:
```
15
Properties=species:S:1:pos:R:3:forces:R:3:mulliken_charge:R:1
C 0.556450 -1.298707 0.762034 -1.057 -3.055 -1.303 -0.578
C -1.768521 -0.049950 0.998806 0.377 0.480 -1.166 -0.191
C 0.863153 -0.752318 -0.618807 3.133 3.362 0.878 0.858
O 0.758028 -0.668971 1.823586 1.005 0.284 1.542 -0.130
O -1.539607 1.222532 0.628032 0.089 -0.338 0.650 -0.415
O -2.104978 -0.093942 2.226617 -0.590 2.897 1.894 -0.262
O -0.213235 -0.975536 -1.354923 -0.258 0.119 -2.081 -0.490
O 1.979825 -1.287591 -1.231449 -0.973 -1.507 -0.039 -0.495
O 1.213978 0.707688 -0.582142 -1.311 -0.729 0.182 -0.608
H 1.360979 0.063415 1.739481 0.553 1.717 -0.277 0.321
H -0.916863 1.185009 -0.112513 -0.063 0.236 -0.288 0.482
H -2.083092 0.901895 2.647033 -0.107 -2.863 -1.197 0.337
H -0.905668 -0.959122 -0.716713 -2.199 -0.451 0.991 0.524
H 1.546654 -2.049814 -1.666272 0.990 -0.017 -0.053 0.323
H 0.971074 1.031495 -1.467356 0.411 -0.134 0.266 0.325
```
Positions in Å, forces in eV/Å.


(5)
The ion C3H6OS with charge -2 at a distorted geometry, computed with ωB97M-V/def2-TZVPD.

The calculation puts the maximum force at 3.25 eV/A. Its structure (SMILES) is [O-]CCC[S-]. As for the energy relative to the best compared isomer or geometry (same formula, charge and spin): 24.8 kcal per mole. As for the spin multiplicity: 1. The HOMO-LUMO gap comes out at 0.1978 hartree. The total charge is -2.

The geometry in XYZ format:
```
11
Properties=species:S:1:pos:R:3:forces:R:3:mulliken_charge:R:1
C 1.699335 1.152778 -0.180566 1.205 0.737 1.460 -0.394
O 3.001672 0.665551 -0.327808 -1.839 0.143 0.384 -0.911
C 0.526863 0.070083 0.248731 2.485 -1.453 -1.517 -0.309
C -0.942077 0.263582 -0.220520 -0.820 0.024 0.173 -0.555
S -2.120278 -1.145711 0.257953 0.386 -0.252 -0.535 -0.867
H 1.370332 1.627017 -1.120070 -0.475 0.046 -0.209 0.153
H 1.748125 2.123701 0.605253 -0.643 -1.759 -1.092 0.108
H 0.989303 -0.851266 -0.374360 -1.256 1.690 1.213 0.137
H 0.688463 -0.296355 1.311666 -0.633 0.771 -1.027 0.262
H -1.593175 0.979045 0.335664 1.402 0.503 -0.546 0.161
H -0.996705 0.506176 -1.348806 0.189 -0.450 1.696 0.216
```
Positions in Å, forces in eV/Å.


(6)
An isolated molecule of C3H6OS at a distorted geometry, computed with ωB97M-V/def2-TZVPD.

The calculation puts the maximum force at 4.20 eV/A. Its structure (SMILES) is OC[C@@H]1CS1. As for the energy relative to the best compared isomer or geometry (same formula, charge and spin): 43.4 kcal per mole. As for the spin multiplicity: 1. The HOMO-LUMO gap comes out at 0.3628 hartree.

The geometry in XYZ format:
```
11
Properties=species:S:1:pos:R:3:forces:R:3:mulliken_charge:R:1
C -0.314465 -0.374427 1.484391 0.901 -0.808 -2.742 -0.473
C -0.460486 -0.182712 -0.044256 2.429 0.928 -1.180 -0.125
C 0.866962 -0.059553 -0.898651 0.771 -1.744 1.056 -0.664
H 1.047556 -1.674492 0.927916 -3.377 -0.510 2.446 0.351
H 0.404947 0.256174 1.941259 0.571 1.046 0.288 0.279
H -1.245899 -0.286309 1.955671 -1.298 -0.119 0.805 0.314
H -1.063850 -0.932811 -0.490214 -0.927 -0.336 -0.163 0.343
H 1.823314 -0.014734 -0.305263 -1.061 0.907 -0.267 0.300
H 1.150298 -0.802877 -1.706622 -1.262 1.022 0.569 0.312
O 0.153230 -1.722867 1.543462 3.231 0.163 -1.682 -0.520
S -0.243392 1.308634 -1.119959 0.021 -0.549 0.870 -0.118
```
Positions in Å, forces in eV/Å.


Number 1: highest occupied orbital energy -11.2 eV. Number 2: highest occupied orbital energy -10.3 eV. Number 3: highest occupied orbital energy -10.6 eV. Number 4: highest occupied orbital energy -8.3 eV. Number 5: highest occupied orbital energy 0.9 eV. Number 6: highest occupied orbital energy -9.1 eV.